DFT (ωB97M-V/def2-TZVPD) results for a molecular structure, C27H57Br3IN2O14 in a non-equilibrium geometry.

## Properties
2S+1: 1
Total charge: +1
Electronic energy: -10245.2056 Eh
HOMO-LUMO gap: 5.145 eV
Lowest unoccupied orbital energy: -4.899 eV
Maximum force: 2.93 eV/Å

Each line ends with the Mulliken charge.
Atoms and positions in Å:
C (-3.9556, 0.4489, 2.3256)  -0.703
N (-3.2845, 1.3065, 1.2885)  0.137
C (-3.3822, 0.8541, 0.0220)  -0.118
C (-2.6474, 1.5392, -1.0172)  -0.426
C (-1.9303, 2.6418, -0.6959)  1.242
C (-1.8799, 3.0551, 0.6637)  -0.601
C (-2.5222, 2.3349, 1.6456)  -0.542
C (-1.1894, 3.4125, -1.7270)  0.197
C (-1.4949, 4.7403, -1.9384)  -0.732
C (-0.8793, 5.3939, -2.9964)  -0.190
N (0.0031, 4.7795, -3.8098)  0.135
C (0.2556, 3.4212, -3.6673)  -0.551
C (-0.2744, 2.7276, -2.6261)  -0.974
C (0.5543, 5.4857, -4.9327)  -0.860
H (-4.7600, 0.9754, 2.8393)  0.341
H (-3.1951, 0.2083, 3.0686)  0.145
H (-4.3597, -0.4593, 1.8785)  0.291
H (-3.9056, -0.0727, -0.1608)  0.265
H (-2.8104, 1.2847, -2.0540)  0.450
H (-1.2127, 3.8628, 0.9261)  0.535
H (-2.3897, 2.4453, 2.7117)  0.458
H (-2.3320, 5.2386, -1.4721)  0.505
H (-1.1208, 6.4164, -3.2464)  0.412
H (0.8865, 2.9876, -4.4290)  0.603
H (-0.0217, 1.6779, -2.5990)  0.695
H (0.4170, 4.8517, -5.8087)  0.379
H (1.6216, 5.6744, -4.8168)  0.336
H (0.0525, 6.4503, -5.0088)  0.287
I (0.8969, -0.6192, 0.5488)  -0.432
C (4.0295, 0.0081, -2.1703)  0.059
C (2.9807, 0.9862, -2.7626)  -0.171
O (2.0911, 0.4630, -3.7404)  -0.423
O (4.9492, -0.3710, -3.1613)  -0.613
H (3.6011, -0.8418, -1.6390)  0.059
H (4.5651, 0.6033, -1.4308)  0.242
H (3.5120, 1.8291, -3.2044)  0.439
H (2.2573, 1.3900, -2.0543)  -0.105
H (2.4984, 0.4003, -4.6074)  0.250
H (5.4586, -1.0608, -2.7298)  0.345
C (-0.1419, 1.6764, 5.9022)  -0.819
C (0.3673, 1.0145, 4.6136)  0.180
O (-0.6493, 0.4042, 3.7893)  0.025
O (-1.0415, 0.8605, 6.6844)  -0.514
H (-0.5991, 2.6056, 5.5621)  0.355
H (0.7367, 1.9440, 6.4892)  0.359
H (1.0539, 0.2063, 4.8654)  0.384
H (0.9823, 1.7162, 4.0502)  -0.315
H (-0.2170, -0.0356, 3.0536)  -0.170
H (-0.5838, 0.0356, 6.8623)  0.319
C (-4.9458, -2.8976, -1.9384)  -0.607
C (-3.8528, -3.5737, -1.1093)  -0.390
O (-3.1694, -2.5279, -0.4012)  -0.038
O (-4.3309, -2.2677, -3.0492)  -0.487
H (-5.5589, -2.2250, -1.3385)  0.242
H (-5.6163, -3.6898, -2.2714)  0.391
H (-3.0768, -4.1535, -1.6091)  0.380
H (-4.2788, -4.2206, -0.3425)  0.308
H (-2.4971, -2.2373, -1.0219)  0.139
H (-4.2731, -1.3335, -2.8358)  0.277
C (-1.3709, -2.2454, -4.5239)  -0.649
C (-0.5553, -1.7527, -3.2727)  0.340
O (-1.3468, -1.2171, -2.1729)  0.562
O (-1.9303, -1.1317, -5.2486)  -0.610
H (-2.1160, -2.9734, -4.2027)  0.191
H (-0.6969, -2.8782, -5.1012)  0.471
H (0.0628, -0.9039, -3.5652)  0.023
H (0.2157, -2.4667, -2.9830)  -0.151
H (-0.6916, -1.1592, -1.4736)  -0.563
H (-2.7474, -0.8919, -4.8053)  0.335
C (1.8712, -4.7606, -1.6113)  -0.248
C (3.2282, -4.7814, -0.9330)  -0.501
O (3.7610, -3.5077, -0.5141)  -0.344
O (0.8713, -4.2656, -0.7226)  -0.364
H (1.6323, -5.7539, -1.9912)  0.401
H (1.8879, -4.0616, -2.4475)  0.073
H (4.0294, -5.2340, -1.5171)  0.396
H (3.0960, -5.5090, -0.1323)  0.266
H (3.2159, -3.3248, 0.2546)  0.065
H (1.1183, -3.3608, -0.5177)  0.022
C (-2.3507, -3.3578, 3.4601)  -0.441
C (-1.0150, -3.1706, 4.2319)  -0.282
O (-1.1357, -1.9717, 5.0334)  -0.444
O (-2.5358, -2.2280, 2.5910)  -0.185
H (-3.0577, -3.4042, 4.2884)  0.206
H (-2.3560, -4.2512, 2.8357)  0.441
H (-0.1709, -3.0882, 3.5472)  -0.003
H (-0.8630, -4.0727, 4.8245)  0.406
H (-1.2960, -1.2189, 4.4597)  0.247
H (-3.0022, -2.4999, 1.7971)  0.062
C (3.2716, 4.0531, 2.2607)  -0.688
C (3.2134, 2.5173, 2.0459)  0.984
O (2.9238, 2.2724, 0.6453)  -0.335
O (4.5302, 4.6000, 1.9224)  -0.513
H (3.0391, 4.2367, 3.3096)  0.409
H (2.4763, 4.4609, 1.6368)  0.213
H (2.4057, 2.0828, 2.6349)  -0.585
H (4.2010, 2.1829, 2.3636)  0.195
H (2.2415, 1.5992, 0.5927)  -0.092
H (4.9785, 4.6959, 2.7659)  0.333
C (4.2298, -1.6977, 3.4504)  -0.315
Br (4.8940, -0.8840, 1.7593)  0.013
Br (5.7307, -2.3892, 4.5962)  -0.049
Br (2.9388, -3.1197, 2.9689)  -0.004
H (3.7834, -0.9390, 4.0932)  0.327

=====

DFT (ωB97M-V/def2-TZVPD) results for a molecular structure, C27H57ClHfOP2Si2 in a non-equilibrium geometry.

## Properties
2S+1: 1
Electronic energy: -2908.2604 Eh
HOMO-LUMO gap: 6.297 eV
Lowest unoccupied orbital energy: 0.188 eV
Maximum force: 1.94 eV/Å

Each line ends with the Mulliken charge.
Atoms and positions in Å:
Hf (-0.0083, -0.0282, -0.2162)  1.907
C (1.7805, -0.2070, -1.8871)  -0.606
C (0.9983, -1.3925, -2.0237)  0.254
C (-0.2924, -0.9757, -2.5408)  -0.178
Si (1.6816, -3.0634, -1.5458)  0.020
C (-0.3003, 0.4335, -2.6432)  -0.140
C (0.9825, 0.9408, -2.1881)  0.011
Si (1.6689, 2.6726, -2.0436)  -0.046
H (2.8420, -0.1775, -1.6417)  0.698
H (-1.0912, -1.6516, -2.8509)  0.438
H (-1.0962, 1.0537, -3.0674)  0.430
Cl (-4.4940, 0.1586, 1.8595)  -0.712
C (3.5346, 2.6149, -1.9630)  -1.176
C (1.0934, 3.6945, -3.4955)  -1.201
C (3.5375, -2.9370, -1.4021)  -1.170
C (1.1300, -4.3237, -2.8015)  -1.105
H (1.7161, 3.4386, -4.3661)  0.396
H (1.2385, 4.7602, -3.2676)  0.370
H (0.0416, 3.5254, -3.7571)  0.344
H (3.8988, 2.1305, -1.0497)  0.350
H (3.9138, 3.6450, -1.9841)  0.405
H (3.9476, 2.0855, -2.8326)  0.341
H (1.7354, -4.1905, -3.7103)  0.387
H (0.0716, -4.2279, -3.0728)  0.351
H (1.3085, -5.3332, -2.4058)  0.369
H (3.9751, -2.5785, -2.3428)  0.352
H (3.9421, -3.9351, -1.1937)  0.372
H (3.8420, -2.2608, -0.5932)  0.246
C (1.0067, 3.3954, -0.4089)  -1.111
C (0.9979, -3.4894, 0.1807)  -1.302
P (-0.6286, 2.6885, -0.0143)  -0.531
H (0.9952, 4.4939, -0.5121)  0.945
H (1.7215, 3.1296, 0.3884)  0.115
P (-0.6103, -2.6787, 0.4442)  -0.388
H (1.7248, -3.0956, 0.9113)  0.359
H (0.9488, -4.5850, 0.3062)  0.824
C (-1.1698, -3.1590, 2.1542)  0.816
C (-1.7507, -3.7248, -0.6152)  1.316
C (-1.7605, 3.4820, -1.2720)  1.388
C (-1.2056, 3.4240, 1.6027)  0.771
C (-1.0904, 2.4413, 2.7702)  -1.359
H (-2.2766, 3.6323, 1.4436)  0.530
C (-0.4703, 4.7234, 1.9273)  -1.598
H (0.6052, 4.5365, 2.0545)  0.251
H (-0.8621, 5.1319, 2.8698)  0.466
H (-0.5961, 5.4883, 1.1534)  0.315
H (-1.6593, 1.5206, 2.5885)  0.205
H (-1.5111, 2.9104, 3.6716)  0.549
H (-0.0432, 2.1780, 2.9783)  0.144
H (-1.3414, 3.1813, -2.2449)  -0.690
C (-1.7416, 5.0100, -1.1765)  -1.641
C (-3.1921, 2.9387, -1.1838)  -1.229
H (-0.7332, 5.4291, -1.2709)  0.301
H (-2.1849, 5.3466, -0.2286)  0.305
H (-2.3482, 5.4232, -1.9972)  0.485
H (-3.2479, 1.8863, -1.4804)  0.198
H (-3.8399, 3.5155, -1.8600)  0.469
H (-3.5973, 3.0135, -0.1659)  0.263
H (-1.3258, -3.6071, -1.6231)  -0.772
C (-3.1897, -3.2001, -0.6449)  -1.273
C (-1.7566, -5.2167, -0.2655)  -1.685
H (-0.7656, -5.6812, -0.2994)  0.314
H (-2.3814, -5.7405, -1.0061)  0.481
H (-2.2071, -5.3968, 0.7192)  0.313
H (-3.2670, -2.2207, -1.1253)  0.186
H (-3.6226, -3.1120, 0.3597)  0.269
H (-3.8072, -3.9060, -1.2180)  0.480
C (-1.0223, -1.9711, 3.1069)  -1.281
C (-0.4642, -4.3982, 2.7077)  -1.609
H (-2.2433, -3.3797, 2.0411)  0.480
H (0.6166, -4.2303, 2.8072)  0.262
H (-0.6166, -5.2920, 2.0931)  0.310
H (-0.8684, -4.6194, 3.7053)  0.475
H (0.0244, -1.6411, 3.2015)  0.135
H (-1.3811, -2.2694, 4.1022)  0.543
H (-1.6323, -1.1149, 2.7841)  0.186
C (-2.1459, 0.0012, 0.0790)  -1.293
H (-2.8009, -0.0813, -0.7935)  0.001
H (-2.4580, -0.8298, 0.7198)  0.488
H (-2.5106, 0.8793, 0.6240)  0.306
C (1.9763, 0.2981, 3.5074)  -1.618
C (2.1866, 0.8317, 2.1040)  0.929
C (3.4789, 0.3593, 1.4518)  -1.189
O (1.0800, 0.4128, 1.2831)  -0.317
H (2.2463, -0.7665, 3.5521)  0.351
H (0.9302, 0.3913, 3.8135)  0.389
H (2.5868, 0.8345, 4.2418)  0.370
H (2.1666, 1.9385, 2.1439)  0.274
H (3.6215, -0.7199, 1.6230)  0.268
H (3.4520, 0.5114, 0.3668)  -0.057
H (4.3639, 0.8774, 1.8504)  0.412